1.
{
  "formula": "C27H31N5O4PPtS",
  "method": "wB97M-V/def2-TZVPD",
  "homo_energy_ev": -11.38,
  "energy_ha": -2481.02901,
  "charge": 1,
  "largest_force_ev_per_a": 0.67,
  "homo_lumo_gap_ev": 7.7,
  "de_lowest_kj_mol": 14.8,
  "symbols": ["Pt", "S", "N", "C", "C", "C", "C", "C", "N", "C", "C", "N", "C", "C", "C", "C", "C", "N", "H", "H", "H", "H", "H", "H", "C", "C", "P", "C", "C", "C", "C", "H", "H", "H", "H", "H", "H", "H", "H", "H", "H", "H", "H", "H", "H", "H", "O", "C", "O", "C", "C", "C", "C", "C", "C", "H", "H", "H", "H", "H", "N", "C", "C", "O", "O", "H", "H", "H", "H", "H"],
  "positions_angstrom": [[0.0864, -0.4454, -0.0449], [4.5306, -6.1957, 1.3414], [3.1687, -6.1158, 0.4850], [2.8460, -4.8361, 0.4019], [1.6887, -4.3018, -0.2919], [0.8138, -5.0698, -1.0640], [-0.1978, -4.4340, -1.7479], [-0.3799, -3.0645, -1.5757], [0.3937, -2.3428, -0.7751], [1.4714, -2.9313, -0.2002], [2.4458, -2.0442, 0.4254], [2.2194, -0.7225, 0.2871], [3.1204, 0.1370, 0.7335], [4.2874, -0.2802, 1.3757], [4.5242, -1.6256, 1.5377], [3.5940, -2.5392, 1.0338], [3.7657, -3.9795, 1.0602], [4.7669, -4.6292, 1.6299], [0.9692, -6.1379, -1.1401], [-0.8634, -4.9768, -2.4031], [-1.1612, -2.5241, -2.0879], [2.9110, 1.1842, 0.5686], [4.9913, 0.4598, 1.7276], [5.4180, -1.9905, 2.0261], [-4.6160, -1.5990, -0.6369], [-3.0973, -1.6235, -0.8137], [-2.1156, -0.6366, 0.3786], [-3.1290, 0.8657, 0.5817], [-2.7410, 1.8989, 1.6344], [-2.3177, -1.5707, 1.9402], [-1.3234, -1.2069, 3.0414], [-5.0724, -2.2580, -1.3754], [-5.0309, -0.6058, -0.7921], [-4.9197, -1.9522, 0.3497], [-2.8247, -1.2764, -1.8092], [-2.7534, -2.6552, -0.7013], [-4.1216, 0.4807, 0.8251], [-3.1900, 1.3095, -0.4151], [-2.8483, 1.4970, 2.6434], [-3.4131, 2.7531, 1.5529], [-1.7231, 2.2469, 1.5080], [-2.2397, -2.6320, 1.6874], [-3.3435, -1.4031, 2.2796], [-0.2961, -1.3393, 2.7002], [-1.4798, -1.8376, 3.9163], [-1.4308, -0.1679, 3.3516], [0.1184, 1.3992, 0.7733], [0.6744, 2.2993, 0.0070], [1.0471, 2.0863, -1.1407], [0.8460, 3.6416, 0.6439], [0.4621, 3.8789, 1.9614], [0.6433, 5.1347, 2.5195], [1.2112, 6.1534, 1.7670], [1.6010, 5.9182, 0.4553], [1.4189, 4.6646, -0.1057], [0.0321, 3.0770, 2.5441], [0.3438, 5.3201, 3.5426], [1.3511, 7.1334, 2.2044], [2.0446, 6.7137, -0.1288], [1.7103, 4.4610, -1.1270], [0.0576, 2.5717, -4.7938], [-0.0493, 1.4241, -3.9016], [-1.3107, 1.5168, -3.0616], [-1.8716, 2.7169, -3.0383], [-1.7535, 0.5931, -2.4196], [1.0169, 2.8387, -4.9603], [-1.3283, 3.2758, -3.6383], [-0.3805, 2.4005, -5.6896], [0.7629, 1.4511, -3.1722], [-0.0312, 0.4483, -4.3909]],
  "lowdin_charge": [1.050, 1.066, -0.203, -0.299, -0.069, 0.041, -0.001, -0.094, -0.057, -0.128, -0.144, 0.001, -0.059, 0.002, 0.038, -0.070, -0.297, -0.202, 0.132, 0.123, 0.103, 0.119, 0.122, 0.131, -0.122, -0.391, 0.831, -0.349, -0.113, -0.367, -0.143, 0.080, 0.071, 0.075, 0.054, 0.066, 0.077, 0.086, 0.070, 0.085, 0.029, 0.084, 0.090, 0.046, 0.077, 0.063, -0.252, -0.594, 0.008, -0.139, -0.027, -0.068, -0.073, -0.068, -0.017, 0.107, 0.107, 0.107, 0.107, 0.116, 0.016, -0.165, -0.528, 0.127, 0.018, 0.088, 0.104, 0.092, 0.103, 0.125]
}

2.
{
  "formula": "C26H66N4O10",
  "method": "wB97M-V/def2-TZVPD",
  "homo_energy_ev": -8.40,
  "energy_ha": -2001.21665,
  "smiles": "COCCNCCOC.COCCNCCOC.COCCNCCOC.COCCNCCOC.OCCO",
  "largest_force_ev_per_a": 10.19,
  "homo_lumo_gap_ev": 8.9,
  "de_lowest_kj_mol": 984.2,
  "symbols": ["C", "O", "C", "C", "N", "C", "C", "O", "C", "H", "H", "H", "H", "H", "H", "H", "H", "H", "H", "H", "H", "H", "H", "H", "C", "O", "C", "C", "N", "C", "C", "O", "C", "H", "H", "H", "H", "H", "H", "H", "H", "H", "H", "H", "H", "H", "H", "H", "C", "O", "C", "C", "N", "C", "C", "O", "C", "H", "H", "H", "H", "H", "H", "H", "H", "H", "H", "H", "H", "H", "H", "H", "C", "O", "C", "C", "N", "C", "C", "O", "C", "H", "H", "H", "H", "H", "H", "H", "H", "H", "H", "H", "H", "H", "H", "H", "O", "C", "C", "O", "H", "H", "H", "H", "H", "H"],
  "positions_angstrom": [[18.5860, 24.9040, 3.0460], [17.6480, 25.7760, 3.6320], [16.4130, 25.1210, 3.8620], [15.2940, 25.8570, 3.0990], [13.9630, 25.3670, 3.3780], [13.7030, 24.0340, 2.7990], [13.0880, 24.1590, 1.4040], [13.7440, 24.0020, 0.3680], [12.8500, 24.1880, -0.7570], [19.5010, 25.4020, 2.8720], [18.1960, 24.4960, 2.1710], [18.8660, 24.0680, 3.6410], [16.0820, 25.0700, 4.8730], [16.4490, 24.0870, 3.5710], [15.5160, 25.9140, 2.0210], [15.3600, 26.8770, 3.4390], [13.2500, 26.0630, 3.0870], [12.9870, 23.5310, 3.5110], [14.6430, 23.4430, 2.7200], [12.4360, 25.0420, 1.3750], [12.3790, 23.3570, 1.4620], [13.3540, 24.2020, -1.7120], [12.2720, 25.1440, -0.7330], [12.0290, 23.4350, -0.7590], [19.9560, 26.6880, -2.3010], [19.0240, 26.1970, -1.3450], [18.0890, 25.2940, -1.9550], [17.0670, 25.0020, -0.8950], [15.9130, 24.2850, -1.4260], [16.2110, 22.8270, -1.6590], [16.1110, 22.4550, -3.1050], [16.5660, 21.3540, -3.5710], [17.9590, 21.3930, -3.8040], [20.5040, 27.5830, -1.8470], [19.3850, 27.0300, -3.1610], [20.7360, 26.0370, -2.5290], [18.6380, 24.4430, -2.3460], [17.6550, 25.7110, -2.8180], [16.6660, 25.9090, -0.4400], [17.5010, 24.4500, -0.0910], [15.1540, 24.1360, -0.7390], [15.4730, 22.1940, -1.1210], [17.2620, 22.5700, -1.2770], [16.6890, 23.2840, -3.6620], [15.0920, 22.5790, -3.3370], [18.5310, 21.7590, -2.9380], [18.2780, 21.9330, -4.6780], [18.3310, 20.3420, -4.0650], [12.0920, 31.0410, 5.2130], [11.7660, 29.6710, 5.2250], [11.7390, 28.9750, 3.9960], [13.0780, 28.9610, 3.3190], [12.9290, 28.2230, 2.1040], [13.9780, 28.6200, 1.1440], [14.0280, 27.6460, -0.0330], [14.9330, 27.7760, -0.8610], [14.8390, 27.1670, -2.1340], [11.5620, 31.5960, 4.5080], [13.1400, 31.2050, 5.0160], [11.7840, 31.5720, 6.1460], [11.0520, 29.4130, 3.3140], [11.3880, 27.9540, 4.2740], [13.8390, 28.5220, 3.8850], [13.3360, 29.9420, 3.0990], [12.0320, 28.2740, 1.6100], [14.9230, 28.7410, 1.5590], [13.7550, 29.5760, 0.7630], [13.0360, 27.6390, -0.4800], [14.0600, 26.6240, 0.3390], [14.4970, 26.1280, -2.1380], [15.7490, 27.1450, -2.6380], [14.2520, 27.7430, -2.8120], [19.7690, 16.5820, 2.3940], [20.7640, 17.6400, 2.5450], [20.3840, 18.9730, 2.6720], [20.0000, 19.5060, 1.2850], [20.0620, 20.9630, 1.2730], [20.1740, 21.5040, -0.0470], [20.4320, 22.9910, -0.0760], [21.5660, 23.4650, 0.1490], [21.6450, 24.8240, 0.5830], [18.7790, 16.9150, 2.1580], [19.6350, 16.1540, 3.3600], [20.1660, 15.7490, 1.8470], [21.2340, 19.6430, 3.0130], [19.6340, 19.1180, 3.4600], [19.0630, 19.1320, 0.9720], [20.8000, 19.1320, 0.6220], [20.8780, 21.2750, 1.7900], [19.2530, 21.2640, -0.6210], [21.0280, 21.0770, -0.5900], [19.7230, 23.3180, 0.6140], [20.0540, 23.3530, -1.0540], [21.1670, 25.4450, -0.2240], [22.6870, 25.0270, 0.7750], [21.2010, 25.0480, 1.5590], [16.3870, 29.8440, -0.9980], [17.5480, 29.1000, -0.8930], [17.6990, 28.5400, 0.4580], [18.9630, 28.0170, 0.5840], [15.6920, 29.2250, -0.7850], [17.5580, 28.2740, -1.6400], [18.4380, 29.6450, -1.2700], [16.9000, 27.8250, 0.7360], [17.7010, 29.3510, 1.2350], [19.0160, 27.3040, -0.0620]],
  "lowdin_charge": [-0.103, -0.144, -0.209, -0.217, -0.063, -0.140, -0.413, -0.157, -0.050, 0.064, 0.050, 0.084, 0.115, 0.096, 0.108, 0.102, 0.088, 0.128, 0.125, 0.126, 0.111, 0.073, 0.101, 0.110, -0.085, -0.255, -0.185, -0.179, -0.037, -0.168, -0.367, -0.124, -0.084, 0.126, 0.094, 0.062, 0.108, 0.099, 0.110, 0.098, 0.058, 0.129, 0.121, 0.139, 0.112, 0.069, 0.080, 0.117, -0.114, -0.172, -0.205, -0.227, -0.056, -0.145, -0.354, -0.173, -0.014, 0.060, 0.080, 0.105, 0.110, 0.144, 0.107, 0.095, 0.128, 0.095, 0.115, 0.132, 0.110, 0.081, 0.066, 0.099, -0.058, -0.194, -0.240, -0.207, -0.067, -0.214, -0.388, -0.112, -0.016, 0.079, 0.066, 0.082, 0.135, 0.123, 0.102, 0.126, 0.109, 0.116, 0.124, 0.093, 0.121, 0.094, 0.089, 0.079, -0.045, -0.283, -0.289, -0.059, 0.017, 0.107, 0.140, 0.106, 0.147, 0.024]
}

3.
{
  "formula": "C32H32BrN6O3S7Tl",
  "method": "wB97M-V/def2-TZVPD",
  "homo_energy_ev": -1.79,
  "energy_ha": -7326.79694,
  "charge": -2,
  "largest_force_ev_per_a": 0.18,
  "homo_lumo_gap_ev": 5.5,
  "de_lowest_kj_mol": 24.0,
  "symbols": ["Tl", "S", "C", "S", "C", "C", "S", "S", "S", "C", "N", "C", "C", "N", "C", "S", "C", "C", "C", "C", "C", "N", "H", "H", "H", "H", "H", "H", "H", "H", "H", "O", "C", "N", "C", "O", "C", "C", "C", "C", "N", "C", "H", "H", "H", "H", "H", "H", "H", "H", "Br", "C", "C", "C", "N", "C", "C", "H", "H", "H", "H", "C", "C", "C", "C", "C", "C", "H", "H", "H", "H", "H", "C", "S", "C", "O", "H", "H", "H", "H", "H", "H"],
  "positions_angstrom": [[-0.0238, 0.2008, -0.1999], [-5.9697, -0.3564, 5.2044], [-4.6258, -0.0863, 4.2551], [-3.6804, -1.3255, 3.5434], [-2.4690, -0.3426, 2.7323], [-2.6265, 0.9977, 2.8831], [-1.6807, 2.2917, 2.2280], [-4.0106, 1.4671, 3.8628], [-1.2522, -1.2554, 1.8698], [-4.0640, -5.9028, -2.9945], [-3.6440, -4.7764, -2.1999], [-2.7661, -4.8165, -1.1229], [-2.6775, -3.5689, -0.6341], [-3.5094, -2.7760, -1.4109], [-4.1214, -3.5166, -2.3770], [-5.2714, -3.0444, -3.5060], [-3.6532, -1.3663, -1.2012], [-4.2978, -0.9372, -0.0548], [-4.3238, 0.4234, 0.1983], [-3.7274, 1.2772, -0.7141], [-3.1388, 0.7312, -1.8450], [-3.0864, -0.5758, -2.0953], [-5.1092, -6.1461, -2.7975], [-3.4322, -6.7539, -2.7471], [-3.9699, -5.6614, -4.0523], [-2.2603, -5.7185, -0.8302], [-2.0999, -3.1407, 0.1727], [-4.7252, -1.6522, 0.6342], [-4.7816, 0.8065, 1.1011], [-3.6826, 2.3413, -0.5296], [-2.6557, 1.3713, -2.5746], [-1.1900, 5.4165, 2.6028], [0.1447, 5.0188, 2.7621], [0.7048, 4.4609, 1.5426], [1.7710, 4.9872, 0.9085], [2.3943, 5.9615, 1.3145], [2.1851, 4.3077, -0.3688], [1.3421, 3.5082, -1.1327], [1.8259, 2.9688, -2.3148], [3.1315, 3.2456, -2.6902], [3.9552, 4.0087, -1.9698], [3.4749, 4.5273, -0.8420], [-1.7254, 4.5974, 2.6205], [0.2206, 4.2603, 3.5443], [0.7423, 5.8896, 3.0211], [0.3033, 3.5847, 1.2304], [0.3257, 3.2949, -0.8253], [1.2067, 2.3238, -2.9237], [3.5425, 2.8086, -3.5943], [4.1379, 5.1620, -0.2655], [3.0451, 4.0574, 5.1439], [2.6585, 2.7238, 3.8493], [1.6539, 1.8069, 4.0822], [1.3958, 0.8688, 3.0886], [2.0607, 0.8227, 1.9386], [3.0172, 1.7279, 1.7367], [3.3687, 2.6985, 2.6594], [1.0578, 1.8265, 4.9828], [0.5980, 0.1423, 3.2043], [3.5276, 1.6902, 0.7802], [4.1376, 3.4255, 2.4389], [1.6381, -4.7576, -0.9501], [2.1210, -4.0691, 0.1586], [1.7411, -2.7475, 0.3809], [0.8859, -2.0498, -0.4843], [0.4289, -2.7772, -1.5922], [0.7812, -4.1043, -1.8264], [1.9239, -5.7894, -1.1240], [2.7859, -4.5704, 0.8563], [2.1145, -2.2506, 1.2747], [-0.2489, -2.3020, -2.3020], [0.3853, -4.6298, -2.6908], [3.8477, -0.0627, -1.3556], [3.1937, -0.4902, -2.9698], [3.6136, -2.2326, -2.8892], [4.1203, 0.1155, -3.9803], [4.8709, -0.4314, -1.2747], [3.1989, -0.4988, -0.5933], [3.8372, 1.0245, -1.3013], [4.7018, -2.3010, -2.8521], [3.2343, -2.7038, -3.7935], [3.1473, -2.6832, -2.0141]],
  "lowdin_charge": [0.521, 0.385, -1.549, 0.849, -1.152, -1.179, 0.486, 0.854, 0.433, -0.072, -0.138, -0.052, -0.036, 0.000, -0.793, 0.502, -0.308, -0.003, -0.060, -0.071, -0.176, 0.147, 0.082, 0.082, 0.071, 0.114, 0.065, 0.113, 0.099, 0.100, 0.102, -0.088, -0.292, 0.110, -0.462, 0.030, -0.124, -0.048, -0.078, -0.165, 0.064, -0.100, -0.027, 0.087, 0.118, 0.054, 0.075, 0.100, 0.097, 0.113, 0.728, -0.689, -0.110, -0.160, 0.053, -0.143, -0.117, 0.108, 0.055, 0.091, 0.104, -0.141, -0.128, -0.181, -0.372, -0.201, -0.143, 0.082, 0.085, 0.079, 0.084, 0.091, -0.256, 0.792, -0.255, -0.576, 0.063, 0.027, 0.022, 0.055, 0.052, 0.022]
}

4.
{
  "formula": "C4H7O4Tm",
  "method": "wB97M-V/def2-TZVPD",
  "homo_energy_ev": [-12.64, -13.59],
  "multiplicity": 4,
  "energy_ha": -1542.35179,
  "charge": 1,
  "largest_force_ev_per_a": 4.55,
  "homo_lumo_gap_ev": [7.2, 6.4],
  "symbols": ["O", "C", "O", "Tm", "O", "C", "H", "H", "H", "C", "C", "O", "H", "H", "H", "H"],
  "positions_angstrom": [[-0.3988, 1.7706, 1.5538], [0.2410, 1.9058, 0.4506], [1.0166, 0.7742, 0.3375], [1.7478, 1.2957, 2.6737], [0.5280, 2.8713, -0.2356], [-1.5977, -0.5799, 0.4396], [-2.1765, 0.0971, -0.2042], [-2.1923, -1.5040, 0.4579], [-1.6186, -0.4626, 1.5312], [0.6619, -0.2027, -1.0133], [-0.2613, -1.2638, -0.5724], [1.8835, -0.5840, -1.5210], [0.2182, 0.4801, -1.7474], [0.2607, -1.9467, 0.1147], [-0.7466, -1.7077, -1.4493], [2.4342, -0.9432, -0.8160]],
  "mulliken_spin": [-0.093, -0.055, -0.514, 3.607, 0.032, 0.016, -0.001, 0.002, 0.001, -0.031, 0.026, -0.001, -0.002, 0.012, -0.001, 0.000]
}